Molecular formula: C38H49I2NO16S
Method: DFT, wB97M-V/def2-TZVPD

Geometry as XYZ:
```
107
Properties=species:S:1:pos:R:3:forces:R:3
C -2.31008 -3.78780 -1.54538 -0.1 0.1 0.0
C -1.72337 -3.65315 -2.96610 -0.4 -0.1 -0.3
C -2.78568 -3.31492 -4.06352 0.7 0.0 0.5
C -2.63994 -1.86221 -4.56354 -0.2 -1.6 0.1
N -3.04806 -0.97128 -3.45313 0.7 0.2 -1.0
C -2.36641 0.30542 -3.45263 -0.8 1.2 1.1
C -3.10982 1.22870 -2.40786 0.5 -0.3 -1.0
C -2.25283 1.65701 -1.20622 -0.3 1.4 -0.7
C -3.12041 2.62187 -0.39832 1.0 -0.1 -0.7
I -3.30056 4.69677 -0.95384 0.0 -0.7 -0.2
C -3.81187 2.25569 0.64646 -1.2 0.0 1.3
C -4.66926 3.18273 1.49964 0.9 -0.8 0.5
I -3.81267 0.21726 1.29561 0.0 0.5 -0.1
C -0.99569 2.38953 -1.69485 0.3 1.5 0.8
C -0.16659 3.02073 -0.55462 0.6 -1.3 -1.0
C 0.57781 1.87829 0.19253 -0.4 1.7 0.6
C 0.98494 2.37658 1.60325 0.1 -1.4 -0.1
C 1.16972 1.15772 2.55451 0.5 1.2 -1.0
C 2.41346 0.33330 2.12491 -0.7 -0.8 0.7
C 2.08575 -1.18298 2.30006 -0.4 0.7 0.3
C 1.23574 -1.77720 1.13579 1.2 0.0 0.2
C 2.06856 -2.78677 0.28659 -1.0 -0.1 0.2
O 2.14637 -2.46048 -1.09440 0.5 0.5 0.3
C 2.82130 -1.23137 -1.30396 0.5 0.1 0.0
O -0.05830 1.56110 -2.43718 -1.6 -0.4 -0.7
S -0.63250 0.14896 -2.91860 2.1 -2.5 -0.2
O -0.51172 -0.79102 -1.84808 -1.1 0.6 1.3
O 0.17878 -0.27516 -4.01360 0.0 1.0 -1.3
H -2.00325 -4.72500 -1.06677 0.1 0.2 -0.1
H -3.40542 -3.81295 -1.60351 0.2 0.0 0.1
H -2.03452 -2.97138 -0.86958 0.0 0.0 -0.2
H -1.24672 -4.60808 -3.21516 -0.1 0.2 -0.1
H -0.94077 -2.89351 -3.04505 0.0 -0.2 0.4
H -2.64360 -4.03457 -4.87808 -0.3 0.3 -0.1
H -3.78873 -3.44155 -3.63675 0.1 -0.1 -0.3
H -1.59777 -1.73083 -4.86649 -0.2 0.4 0.2
H -3.26590 -1.76225 -5.46420 0.1 0.4 0.2
H -4.01883 -0.73524 -3.64512 0.0 -0.1 0.4
H -2.33390 0.77331 -4.44849 0.3 0.0 0.2
H -4.02814 0.72115 -2.09986 0.2 0.0 0.2
H -3.41337 2.12318 -2.96884 0.0 0.0 0.3
H -1.94417 0.83941 -0.55241 -0.3 0.0 -0.2
H -4.03281 4.02780 1.78094 -0.4 0.1 -0.2
H -5.57541 3.50580 0.98617 0.1 0.0 0.1
H -4.89295 2.67056 2.43858 -0.4 0.1 -0.2
H -1.28149 3.21379 -2.36346 -0.1 -0.4 -0.1
H 0.58102 3.64550 -1.06008 -0.2 0.1 0.3
H -0.75794 3.67028 0.08663 0.0 -0.2 0.0
H 1.47369 1.66179 -0.38974 -0.2 -0.4 0.1
H -0.07301 0.99925 0.24619 0.3 0.0 0.1
H 1.95427 2.87537 1.48110 -0.3 0.4 0.4
H 0.22015 3.03924 2.02227 0.2 0.1 -0.2
H 1.30743 1.53496 3.57332 -0.1 -0.3 0.0
H 0.24058 0.57561 2.51159 0.2 -0.1 0.1
H 3.24039 0.63494 2.77902 0.0 -0.2 -0.2
H 2.73056 0.52878 1.09532 -0.2 0.1 0.1
H 3.01602 -1.72796 2.49854 -0.2 -0.2 -0.2
H 1.47034 -1.24058 3.20726 0.6 -0.1 -0.3
H 0.87288 -0.96445 0.50015 0.0 -0.2 -0.1
H 0.34743 -2.27943 1.53044 0.2 0.0 -0.1
H 3.07671 -2.92848 0.70610 -0.1 0.2 -0.1
H 1.55941 -3.75607 0.33963 0.2 0.1 -0.3
H 3.10127 -1.17143 -2.35949 -0.3 0.0 0.1
H 3.75925 -1.19974 -0.72083 -0.2 0.0 0.0
H 2.21918 -0.36116 -1.02294 -0.1 -0.2 -0.1
C -1.08146 -2.13097 7.78827 0.1 -0.1 0.2
C -0.78859 -1.49489 6.64804 -0.5 0.0 0.1
C 0.62353 -1.35652 6.16497 0.6 -0.1 0.1
O 0.82560 -0.78296 5.10962 -0.4 0.1 0.3
C 1.68981 -1.91326 6.98603 -0.1 0.1 -0.2
C 1.39795 -2.54695 8.12846 0.5 0.0 -0.1
C -0.01667 -2.70899 8.59931 -0.6 0.1 -0.1
O -0.22215 -3.31015 9.63665 0.3 0.0 0.0
O 2.34085 -3.06935 8.91118 -0.5 -0.1 0.1
O -1.72963 -0.94957 5.87607 0.5 0.0 -0.2
H -2.09574 -2.23895 8.14593 0.0 0.0 0.0
H 2.70504 -1.79205 6.63502 0.0 0.0 0.0
H 1.86771 -3.46933 9.66743 0.1 0.0 0.0
H -1.25661 -0.55597 5.11622 -0.1 0.0 0.0
C 4.54921 -5.91754 -3.60122 0.0 -0.3 -0.2
C 3.67527 -5.08928 -3.00914 0.7 0.3 0.1
C 2.20284 -5.36381 -3.02170 -0.4 -0.3 -0.2
O 1.47461 -4.58004 -2.45248 -0.1 -0.3 -0.1
C 1.72831 -6.55570 -3.72267 0.0 0.2 0.1
C 2.60166 -7.37738 -4.31400 -0.5 -0.1 0.0
C 4.07802 -7.11573 -4.27978 0.5 0.4 0.2
O 4.82396 -7.91294 -4.82272 -0.3 -0.2 -0.1
O 2.21591 -8.47721 -4.96866 0.5 0.1 0.0
O 4.05306 -3.98459 -2.37645 -0.6 -0.3 -0.2
H 5.61413 -5.73255 -3.59774 0.0 0.0 0.0
H 0.66214 -6.73436 -3.73939 0.0 0.0 0.0
H 3.03851 -8.88980 -5.29757 0.0 0.0 0.0
H 3.22306 -3.56224 -2.02550 0.0 0.2 0.2
C 0.95402 7.67356 -0.73629 -0.1 -0.2 0.1
C 1.05799 8.98447 -0.98756 0.4 -0.3 -0.2
C 0.07872 9.97322 -0.42797 -0.5 0.1 0.3
O 0.23423 11.15386 -0.67478 0.3 -0.1 -0.2
C -1.02064 9.46639 0.38523 0.1 0.2 -0.1
C -1.12542 8.15566 0.63282 -0.4 0.3 0.2
C -0.13086 7.17148 0.09584 0.5 -0.1 -0.3
O -0.26934 5.99352 0.37045 -0.2 0.2 0.2
O -2.11577 7.64771 1.36807 0.3 -0.3 -0.2
O 2.03217 9.48698 -1.74400 -0.3 0.3 0.2
H 1.65483 6.95179 -1.13205 0.0 0.0 0.0
H -1.73036 10.18582 0.76878 0.0 0.0 0.0
H -1.96003 6.68250 1.39342 -0.1 0.0 0.0
H 1.88156 10.45271 -1.76604 0.1 0.0 0.0
```
Forces are in eV/Å.

SMILES string = CCCCN[C@H]1C[C@H](/C(I)=C(/C)I)[C@@H](CCCCCCCCOC)OS1(=O)=O.O=C1C=C(O)C(=O)C=C1O.O=C1C=C(O)C(=O)C=C1O.O=C1C=C(O)C(=O)C=C1O
Calculated total energy = -3729.453220 a.u.
HOMO energy = -9.11 eV
Total charge = 0
Gap between HOMO and LUMO = 0.2709 Ha